{
  "formula": "C25H26N2S",
  "method": "ωB97M-V with the def2-TZVPD basis set",
  "symbols": ["C", "C", "C", "C", "C", "S", "C", "C", "C", "C", "C", "N", "C", "C", "C", "C", "C", "C", "N", "C", "C", "C", "C", "C", "C", "C", "C", "C", "H", "H", "H", "H", "H", "H", "H", "H", "H", "H", "H", "H", "H", "H", "H", "H", "H", "H", "H", "H", "H", "H", "H", "H", "H", "H"],
  "positions_angstrom": [[2.920, -4.867, 2.765], [2.629, -3.401, 2.549], [3.226, -2.702, 1.493], [2.795, -1.429, 1.113], [1.804, -0.765, 1.867], [1.349, 0.900, 1.562], [-0.296, 0.826, 0.757], [-0.316, -0.116, -0.441], [0.244, 0.245, -1.660], [0.156, -0.618, -2.748], [-0.435, -1.886, -2.586], [-0.455, -2.810, -3.641], [0.609, -3.772, -3.835], [-1.354, -2.687, -4.770], [-1.019, -2.236, -1.353], [-0.959, -1.348, -0.293], [-0.800, 2.224, 0.508], [-1.269, 2.764, -0.687], [-1.657, 4.069, -0.486], [-2.070, 4.982, -1.524], [-1.496, 4.396, 0.859], [-1.818, 5.568, 1.525], [-1.661, 5.588, 2.917], [-1.239, 4.431, 3.599], [-0.917, 3.245, 2.916], [-0.998, 3.238, 1.526], [1.324, -1.395, 3.027], [1.760, -2.675, 3.373], [2.340, -5.274, 3.602], [2.656, -5.458, 1.876], [3.984, -5.062, 2.962], [4.047, -3.174, 0.955], [3.233, -0.921, 0.252], [-0.906, 0.372, 1.545], [0.731, 1.216, -1.773], [0.568, -0.357, -3.724], [1.294, -3.741, -2.978], [0.168, -4.777, -3.918], [1.164, -3.540, -4.760], [-2.097, -1.903, -4.587], [-0.798, -2.453, -5.691], [-1.874, -3.644, -4.921], [-1.511, -3.202, -1.262], [-1.407, -1.595, 0.669], [-1.330, 2.336, -1.687], [-2.276, 5.969, -1.110], [-1.278, 5.066, -2.275], [-2.969, 4.625, -2.033], [-2.173, 6.429, 0.966], [-1.874, 6.500, 3.473], [-1.166, 4.455, 4.687], [-0.620, 2.329, 3.437], [0.620, -0.848, 3.656], [1.417, -3.118, 4.307]],
  "lowdin_charge": [-0.0565, -0.2750, -0.0501, -0.0801, -0.5543, 0.9854, -0.4711, -0.2484, -0.0550, 0.0040, -0.2679, -0.2607, -0.0808, -0.0852, 0.0027, -0.0284, -0.1765, 0.0006, -0.1083, -0.0230, -0.1676, -0.0239, -0.0929, -0.0931, -0.0313, -0.1394, -0.0972, -0.0464, 0.0737, 0.0837, 0.0815, 0.1129, 0.1056, 0.1028, 0.1199, 0.1184, 0.0898, 0.0799, 0.0788, 0.0894, 0.0761, 0.0791, 0.1162, 0.1166, 0.1300, 0.0777, 0.0931, 0.0922, 0.0966, 0.0976, 0.0962, 0.1004, 0.1035, 0.1090],
  "homo_ev": -7.6,
  "orbital_gap_ev": 8.352,
  "lumo_ha": 0.026,
  "e_tot_ha": -1475.92981,
  "smiles": "Cc1ccc(S[C@H](c2ccc(N(C)C)cc2)c2cn(C)c3ccccc23)cc1"
}

---

{
  "formula": "C25H26N3O4S2",
  "method": "ωB97M-V with the def2-TZVPD basis set",
  "symbols": ["C", "N", "C", "S", "N", "C", "C", "O", "C", "C", "C", "C", "C", "C", "N", "C", "C", "C", "C", "C", "C", "C", "C", "C", "O", "H", "H", "H", "H", "H", "H", "H", "H", "H", "H", "H", "H", "H", "H", "H", "H", "H", "H", "H", "H", "H", "C", "C", "C", "C", "S", "O", "O", "C", "C", "H", "H", "H", "H", "H"],
  "positions_angstrom": [[2.875, 3.373, 4.411], [2.873, 2.057, 3.761], [4.130, 1.498, 3.619], [5.539, 2.316, 4.031], [4.136, 0.195, 3.156], [5.475, -0.375, 2.955], [3.010, -0.516, 2.681], [3.156, -1.591, 2.088], [1.691, 0.054, 2.973], [0.568, -0.676, 2.693], [-0.792, -0.186, 2.771], [-1.169, 1.077, 2.254], [-2.412, 1.630, 2.494], [-3.386, 0.887, 3.219], [-4.625, 1.420, 3.459], [-5.066, 2.603, 2.750], [-3.953, 3.625, 2.667], [-2.712, 3.016, 2.019], [-5.709, 0.578, 3.915], [-5.226, -0.383, 4.980], [-4.053, -1.212, 4.461], [-3.059, -0.422, 3.673], [-1.814, -0.959, 3.377], [1.672, 1.298, 3.768], [0.700, 1.694, 4.414], [1.855, 3.725, 4.529], [3.388, 3.298, 5.378], [3.476, 4.039, 3.785], [5.376, -1.389, 2.579], [6.030, 0.270, 2.264], [6.001, -0.335, 3.914], [0.708, -1.725, 2.457], [-0.453, 1.633, 1.644], [-5.409, 2.343, 1.730], [-5.926, 3.002, 3.297], [-4.301, 4.470, 2.071], [-3.706, 3.990, 3.671], [-1.848, 3.661, 2.214], [-2.852, 2.997, 0.928], [-6.488, 1.241, 4.305], [-6.143, 0.009, 3.070], [-4.922, 0.174, 5.873], [-6.051, -1.043, 5.252], [-3.545, -1.687, 5.307], [-4.443, -2.024, 3.830], [-1.582, -1.988, 3.666], [4.632, -6.040, -0.007], [4.498, -4.693, -0.383], [3.254, -4.066, -0.253], [2.178, -4.772, 0.253], [0.591, -3.821, 0.432], [-0.316, -4.325, -0.594], [0.156, -3.927, 1.823], [2.269, -6.119, 0.563], [3.519, -6.755, 0.459], [5.609, -6.524, -0.090], [5.348, -4.124, -0.771], [3.103, -3.024, -0.529], [1.391, -6.679, 0.882], [3.620, -7.809, 0.743]],
  "lowdin_charge": [-0.0936, -0.0551, -0.7026, 0.6852, -0.0507, -0.0808, -0.3342, 0.0788, -0.0339, 0.0964, -0.1784, 0.0147, -0.1410, -0.0980, -0.0942, -0.1769, -0.1749, -0.1511, -0.1778, -0.1754, -0.1505, -0.1395, 0.0484, -0.3322, 0.0790, 0.0820, 0.0717, 0.0636, 0.0849, 0.0726, 0.0643, 0.0951, 0.1340, 0.1343, 0.1157, 0.1080, 0.1200, 0.1182, 0.1230, 0.1155, 0.1352, 0.1189, 0.1086, 0.1196, 0.1267, 0.1356, -0.1252, -0.1052, -0.1191, -0.3354, 0.5842, -0.5345, -0.5395, -0.0881, -0.1088, 0.0853, 0.0908, 0.0905, 0.1073, 0.0889],
  "homo_ev": -3.0,
  "orbital_gap_ev": 4.526,
  "lumo_ha": 0.056,
  "e_tot_ha": -2229.93090,
  "charge": -1
}

---

{
  "formula": "C25H26N4O2S",
  "method": "ωB97M-V with the def2-TZVPD basis set",
  "symbols": ["C", "C", "C", "C", "C", "C", "O", "C", "S", "C", "N", "N", "C", "C", "N", "C", "C", "C", "C", "C", "C", "C", "C", "N", "C", "C", "C", "C", "C", "O", "C", "C", "H", "H", "H", "H", "H", "H", "H", "H", "H", "H", "H", "H", "H", "H", "H", "H", "H", "H", "H", "H", "H", "H", "H", "H", "H", "H"],
  "positions_angstrom": [[-6.385, -3.014, 0.662], [-5.901, -1.633, 0.347], [-4.917, -1.420, -0.611], [-4.474, -0.147, -0.913], [-5.015, 0.955, -0.253], [-4.593, 2.347, -0.508], [-5.327, 3.293, -0.328], [-3.158, 2.566, -0.955], [-2.013, 1.989, 0.346], [-1.259, 0.669, -0.491], [-1.446, 0.322, -1.735], [-0.682, -0.756, -1.970], [-0.038, -1.059, -0.880], [0.874, -2.239, -0.757], [2.123, -2.024, -0.077], [3.049, -1.069, -0.467], [2.879, -0.299, -1.615], [3.825, 0.640, -1.979], [4.966, 0.838, -1.217], [5.999, 1.853, -1.606], [5.142, 0.046, -0.089], [4.215, -0.903, 0.298], [4.459, -1.751, 1.514], [-0.379, -0.182, 0.119], [0.119, -0.057, 1.461], [1.345, 0.805, 1.503], [1.742, 1.850, 0.726], [2.981, 2.284, 1.257], [3.239, 1.474, 2.314], [2.254, 0.570, 2.473], [-6.022, 0.747, 0.692], [-6.451, -0.528, 0.993], [-5.667, -3.763, 0.340], [-6.565, -3.127, 1.729], [-7.327, -3.201, 0.144], [-4.491, -2.264, -1.134], [-3.720, -0.022, -1.675], [-2.898, 2.008, -1.853], [-2.981, 3.632, -1.094], [0.342, -3.041, -0.232], [1.064, -2.581, -1.781], [2.145, -2.255, 0.901], [2.000, -0.424, -2.227], [3.665, 1.230, -2.870], [6.821, 1.371, -2.136], [6.410, 2.342, -0.725], [5.571, 2.608, -2.261], [6.035, 0.176, 0.507], [4.406, -2.810, 1.260], [3.725, -1.547, 2.295], [5.446, -1.546, 1.921], [-0.679, 0.390, 2.069], [0.347, -1.047, 1.864], [1.228, 2.258, -0.120], [3.588, 3.085, 0.890], [4.055, 1.432, 3.008], [-6.446, 1.606, 1.191], [-7.222, -0.675, 1.735]],
  "lowdin_charge": [-0.0508, -0.2737, -0.0295, -0.0238, -0.1802, -0.4324, 0.0963, -0.3401, 1.0226, -0.6282, 0.0048, 0.0734, -0.3037, -0.1176, 0.0296, -0.2335, -0.0195, -0.0455, -0.2956, -0.0565, -0.0240, -0.2203, -0.0429, 0.0091, -0.0633, -0.2643, -0.0130, -0.0470, -0.1207, 0.0334, -0.0071, -0.0353, 0.0751, 0.0788, 0.0865, 0.1129, 0.0907, 0.0705, 0.0872, 0.1319, 0.1306, 0.1085, 0.0996, 0.1119, 0.0802, 0.0736, 0.0732, 0.1199, 0.0845, 0.0703, 0.0795, 0.1175, 0.1367, 0.1133, 0.1083, 0.1261, 0.1188, 0.1132],
  "homo_ev": -7.8,
  "orbital_gap_ev": 8.196,
  "lumo_ha": 0.016,
  "e_tot_ha": -1735.94190,
  "e_above_lowest_ev": 0.201,
  "smiles": "Cc1ccc(C(=O)CSc2nnc(CNc3ccc(C)cc3C)n2Cc2ccco2)cc1"
}